Entry 1:
{"formula": "C39H69BN5O19S", "method": "ωB97M-V with the def2-TZVPD basis set", "homo_lumo_gap_ev": 9.374, "charge": 1, "energy_ha": -3653.7874, "max_force_ev_per_a": 2.61, "symbols": ["C", "C", "C", "C", "C", "C", "C", "N", "C", "N", "N", "C", "B", "O", "O", "N", "C", "C", "C", "C", "O", "O", "C", "S", "C", "C", "C", "C", "O", "C", "C", "O", "C", "C", "C", "N", "O", "H", "H", "H", "H", "H", "H", "H", "H", "H", "H", "H", "H", "H", "H", "H", "H", "H", "H", "H", "H", "H", "H", "H", "H", "H", "H", "H", "H", "H", "H", "H", "H", "H", "H", "H", "H", "H", "H", "H", "H", "H", "H", "H", "H", "H", "C", "C", "C", "O", "C", "O", "O", "H", "H", "H", "H", "H", "H", "C", "C", "C", "O", "C", "O", "O", "H", "H", "H", "H", "H", "H", "C", "C", "C", "O", "C", "O", "O", "H", "H", "H", "H", "H", "H", "C", "C", "C", "O", "C", "O", "O", "H", "H", "H", "H", "H", "H"], "coordinates": [[4.29286, 0.00828, 2.35503], [3.23284, 0.90629, 1.72352], [1.90947, 0.17739, 1.49151], [0.70684, 1.11320, 1.49710], [-0.60500, 0.40166, 1.83174], [-1.73312, 0.66137, 0.82188], [-2.63866, -0.54167, 0.77577], [-3.87008, -0.33380, -0.00823], [-3.73877, 0.26234, -1.23304], [-3.81545, 1.52582, -1.47688], [-3.75179, 2.04711, -2.77191], [-4.03206, 2.52759, -0.41582], [-5.01745, 3.63194, -1.02586], [-4.56726, 4.87990, -1.27976], [-6.32614, 3.31870, -1.31777], [-3.63709, -0.67684, -2.26371], [-2.26946, -1.11981, -2.57353], [-1.31246, 0.01319, -2.87504], [0.09128, -0.56542, -3.03639], [1.04910, 0.54941, -3.36054], [0.71693, 1.55046, -3.97540], [2.31871, 0.36259, -2.89308], [-4.60900, -1.69220, -1.80442], [-4.46755, -3.32771, -2.51758], [-4.79587, -1.49378, -0.24519], [-6.18033, -0.88382, 0.09019], [-6.20125, -0.13920, 1.42199], [-7.45775, -0.44691, 2.23784], [-8.59146, -0.62395, 1.38654], [-9.25229, 0.56381, 1.17198], [-10.52725, 0.77984, 1.91964], [-8.80450, 1.39436, 0.38038], [-4.55917, -2.67574, 0.67117], [-5.62926, -3.77036, 0.52787], [-6.39831, -3.99886, 1.80495], [-7.80252, -4.10366, 1.62802], [-5.83665, -4.10546, 2.89168], [5.09335, 0.60504, 2.77514], [4.76416, -0.64691, 1.64213], [3.88533, -0.56900, 3.18409], [3.64643, 1.23849, 0.78214], [3.10992, 1.77191, 2.36489], [1.81621, -0.58706, 2.25923], [1.98412, -0.32125, 0.52526], [0.89226, 1.83997, 2.28459], [0.66992, 1.65013, 0.55454], [-0.94799, 0.60260, 2.83951], [-0.41005, -0.67229, 1.78877], [-2.27030, 1.52219, 1.18981], [-1.24635, 0.88184, -0.12565], [-2.07027, -1.41742, 0.46450], [-2.94660, -0.73032, 1.79928], [-4.18074, 1.39941, -3.41987], [-2.78911, 2.23573, -3.02022], [-3.09079, 2.91893, -0.05419], [-4.53310, 1.99822, 0.38644], [-5.32307, 5.41753, -1.54294], [-6.77292, 2.82913, -0.61819], [-1.89718, -1.79368, -1.79968], [-2.34966, -1.71743, -3.47270], [-1.57461, 0.43444, -3.84072], [-1.32662, 0.81818, -2.14548], [0.38841, -1.07187, -2.12557], [0.06360, -1.29549, -3.83818], [2.59098, 1.20047, -2.49902], [-5.55773, -1.36006, -2.22138], [-3.43917, -3.82375, -1.81158], [-6.96785, -1.62763, 0.06758], [-6.40690, -0.19621, -0.72327], [-5.34007, -0.37995, 2.03333], [-6.18123, 0.93419, 1.28615], [-7.63649, 0.42022, 2.87160], [-7.31946, -1.28702, 2.90938], [-11.36127, 0.72116, 1.23279], [-10.67485, 0.06895, 2.72241], [-10.50879, 1.77974, 2.33294], [-4.62058, -2.30254, 1.68856], [-3.56102, -3.09007, 0.59538], [-5.12170, -4.70410, 0.30655], [-6.28221, -3.61003, -0.31675], [-8.17787, -3.16583, 1.51706], [-8.19651, -4.52772, 2.45957], [7.75973, -3.31567, -2.24759], [7.55968, -2.91579, -0.80675], [6.16165, -3.13736, -0.28947], [6.03591, -2.11995, 0.72091], [6.87135, -1.09579, 0.35191], [6.86395, -0.00573, 0.82278], [7.70746, -1.49556, -0.63449], [8.79374, -3.15479, -2.55120], [7.51497, -4.36840, -2.39302], [7.13377, -2.70754, -2.90167], [8.29945, -3.40803, -0.16997], [6.02497, -4.12500, 0.14312], [5.39604, -2.96652, -1.05022], [0.69813, 6.72885, 1.53280], [0.30749, 5.27338, 1.46849], [-0.84494, 4.97268, 0.53624], [-1.43923, 3.81806, 1.15305], [-1.16234, 3.88630, 2.48648], [-1.68080, 3.20607, 3.31130], [-0.22776, 4.82221, 2.73000], [1.54706, 6.86809, 2.20075], [0.97077, 7.09743, 0.54335], [-0.12307, 7.33134, 1.92298], [1.17351, 4.65226, 1.23527], [-0.52692, 4.74226, -0.47848], [-1.58755, 5.77404, 0.51023], [10.66269, -7.88565, 1.71127], [9.93543, -6.90850, 0.82211], [8.53446, -6.56468, 1.27663], [7.87580, -6.27034, 0.03406], [8.51106, -6.97859, -0.93869], [8.08962, -7.12795, -2.03708], [9.67797, -7.47833, -0.47627], [11.67025, -8.06672, 1.33965], [10.73199, -7.50166, 2.72884], [10.14615, -8.84561, 1.72626], [10.53388, -6.00510, 0.67668], [8.49876, -5.70514, 1.94207], [8.02415, -7.40729, 1.74819], [5.12367, 6.75590, -1.76058], [4.69608, 5.31112, -1.81310], [3.54172, 5.02868, -2.74881], [2.91430, 3.89784, -2.11926], [3.18552, 3.97096, -0.79058], [2.64409, 3.30853, 0.03783], [4.14204, 4.88471, -0.54844], [5.97147, 6.88114, -1.08876], [5.41113, 7.10714, -2.75112], [4.31492, 7.38153, -1.38102], [5.54949, 4.66670, -2.03491], [3.85438, 4.77942, -3.75900], [2.82020, 5.84814, -2.78563]]}

Entry 2:
{"formula": "C4H9NO2", "method": "ωB97M-V with the def2-TZVPD basis set", "homo_lumo_gap_ev": 7.471, "charge": 0, "energy_ha": -362.9259, "max_force_ev_per_a": 0.32, "de_lowest_ev": 4.3432, "symbols": ["C", "O", "C", "C", "N", "C", "O", "H", "H", "H", "H", "H", "H", "H", "H", "H"], "coordinates": [[-1.79879, 0.87582, 1.28442], [-1.44801, 0.04185, 0.19864], [-0.63056, 0.66582, -0.72670], [1.53672, -1.41905, -1.46188], [1.54856, -1.15181, -0.14828], [1.23050, -0.04731, 0.50097], [0.66491, 0.98529, -0.18814], [-0.94800, 1.49069, 1.60098], [-2.63672, 1.53260, 1.01399], [-2.09952, 0.22429, 2.10817], [-1.01936, 1.63699, -1.05666], [-0.54871, -0.03065, -1.56661], [1.47313, -0.58511, -2.14437], [1.84709, -2.40168, -1.77662], [1.80110, -1.92418, 0.45931], [1.24798, -0.02894, 1.58218]]}

Entry 3:
{"formula": "C10H19NP", "method": "ωB97M-V with the def2-TZVPD basis set", "homo_lumo_gap_ev": [8.336, 8.010], "charge": 1, "energy_ha": -788.1150, "max_force_ev_per_a": 7.72, "de_lowest_ev": 2.9787, "symbols": ["C", "C", "C", "C", "C", "C", "C", "C", "C", "C", "N", "P", "H", "H", "H", "H", "H", "H", "H", "H", "H", "H", "H", "H", "H", "H", "H", "H", "H", "H", "H"], "coordinates": [[-0.27083, 0.72254, -1.33480], [0.97986, 1.05149, -0.93164], [-0.87803, -0.29202, -0.63627], [1.39438, 0.32744, 0.35177], [-1.01229, 1.37754, -2.46234], [1.87524, 2.14093, -1.46206], [1.68853, 1.40980, 1.47377], [-3.33651, -1.39123, -0.26849], [0.66520, -2.35088, 0.12939], [-0.80748, -0.87386, 2.30133], [-2.62922, -0.40394, -0.96669], [0.04621, -0.77566, 0.73029], [2.37714, -0.22105, 0.33295], [-0.60174, 2.28860, -2.76313], [-2.14631, 1.45279, -2.09313], [-0.88368, 0.65768, -3.24030], [2.91066, 1.83201, -1.11592], [1.59880, 3.05015, -0.84655], [1.76558, 2.23847, -2.48847], [0.74207, 1.92775, 1.69054], [2.20140, 2.25981, 1.20215], [2.15482, 0.95256, 2.32282], [-2.81933, -1.77302, 0.62139], [-3.78003, -2.11763, -0.97789], [-4.29336, -0.83140, 0.03000], [0.90373, -2.26458, -0.91531], [0.00548, -3.16166, 0.24975], [1.61800, -2.54386, 0.63495], [-1.63376, -0.16077, 2.47182], [-0.26216, -1.07923, 3.13600], [-1.26933, -1.77458, 2.01260]]}

Entry 4:
{"formula": "C5H4N5O5", "method": "ωB97M-V with the def2-TZVPD basis set", "homo_lumo_gap_ev": 7.799, "charge": -1, "energy_ha": -842.7324, "max_force_ev_per_a": 3.09, "symbols": ["N", "O", "O", "C", "O", "C", "N", "C", "N", "O", "N", "O", "C", "C", "N", "H", "H", "H", "H"], "coordinates": [[1.64426, 0.61156, 0.88609], [2.78412, 1.08504, 0.64667], [1.30029, 0.19639, 1.96701], [0.21439, -3.03146, -1.03088], [-0.88819, -2.41576, -0.33264], [-0.77116, -1.09486, -0.27525], [-1.79822, -0.45199, 0.33411], [-1.68299, 0.84840, 0.40425], [-2.38347, 1.68979, 1.24420], [-1.65610, 2.84860, 1.28984], [-0.44763, 2.72032, 0.46247], [0.33401, 3.66499, 0.41779], [-0.53052, 1.50477, -0.13792], [0.67644, 0.73526, -0.45845], [0.35253, -0.61066, -0.77472], [-0.06974, -4.07955, -1.10062], [0.36616, -2.58585, -2.00590], [1.14444, -2.92181, -0.44751], [1.41138, 1.28682, -1.08853]]}

Entry 5:
{"formula": "C6H13N", "method": "ωB97M-V with the def2-TZVPD basis set", "homo_lumo_gap_ev": 8.466, "smiles": "CCC/C=C/NC", "charge": 0, "energy_ha": -291.0875, "max_force_ev_per_a": 3.47, "de_lowest_ev": 1.9379, "symbols": ["C", "C", "C", "C", "C", "N", "C", "H", "H", "H", "H", "H", "H", "H", "H", "H", "H", "H", "H", "H"], "coordinates": [[2.90900, 0.34331, 0.18837], [1.85580, 0.89378, -0.76043], [0.87380, -0.08845, -1.39543], [-0.21213, -0.54474, -0.42284], [-0.65276, -0.02709, 0.74429], [-1.98275, 0.11120, 1.18922], [-2.92582, -0.59981, 0.37072], [3.53974, -0.33377, -0.38572], [2.54666, -0.25269, 1.04059], [3.57784, 1.10479, 0.58948], [1.23365, 1.70975, -0.35293], [2.37446, 1.21547, -1.66660], [0.33295, 0.16248, -2.31104], [1.51258, -0.96595, -1.58994], [-0.67164, -1.47251, -0.76216], [0.05617, 0.46578, 1.41165], [-1.91395, 0.29437, 2.17267], [-3.98897, -0.42396, 0.56782], [-2.77336, -0.41377, -0.69678], [-2.90523, -1.67785, 0.54526]]}

Entry 6:
{"formula": "C4H8N2O", "method": "ωB97M-V with the def2-TZVPD basis set", "homo_lumo_gap_ev": 10.136, "smiles": "C[C@H]1N2[C@@H](CO)N12", "charge": 0, "energy_ha": -341.8268, "max_force_ev_per_a": 3.36, "de_lowest_ev": 4.8129, "symbols": ["C", "C", "N", "C", "C", "O", "N", "H", "H", "H", "H", "H", "H", "H", "H"], "coordinates": [[2.67531, 0.27751, -0.00039], [1.34328, -0.33316, 0.18518], [0.26614, 0.58363, 0.43900], [-0.78064, -0.32244, 0.16506], [-2.10630, 0.22970, -0.38019], [-3.03433, 0.37628, 0.65831], [0.28440, -0.11658, -0.81859], [2.69272, 1.34998, 0.18413], [2.73574, 0.18754, -1.14496], [3.48185, -0.16205, 0.56914], [1.09511, -1.25787, 0.72007], [-0.75752, -1.29122, 0.75877], [-2.28670, -0.48177, -1.17841], [-1.76914, 1.15496, -0.69958], [-3.83994, -0.19450, 0.54242]]}

Entry 7:
{"formula": "C7H12N3", "method": "ωB97M-V with the def2-TZVPD basis set", "homo_lumo_gap_ev": 11.045, "smiles": "CN1CC[NH+]=C1N1[C@@H]2C[C@@H]21", "charge": 1, "energy_ha": -437.8409, "max_force_ev_per_a": 4.61, "de_lowest_ev": 4.2841, "symbols": ["C", "N", "C", "C", "N", "C", "N", "C", "C", "C", "H", "H", "H", "H", "H", "H", "H", "H", "H", "H", "H", "H"], "coordinates": [[-0.51887, 2.00163, -0.05020], [-0.96312, 0.58062, 0.03899], [-2.33602, 0.02401, 0.08745], [-2.08473, -1.45537, -0.06371], [-0.59197, -1.56852, 0.03974], [-0.05854, -0.37255, 0.20991], [1.16689, -0.11419, 0.83947], [2.26980, 0.70254, 0.31183], [2.45830, -0.19445, -0.99426], [2.39350, -0.71982, 0.48239], [-0.36394, 2.45584, 0.90681], [0.44147, 2.14467, -0.61670], [-1.31346, 2.50311, -0.53404], [-3.09990, 0.46872, -0.69843], [-2.67098, 0.29319, 1.09768], [-2.55734, -2.07069, 0.81335], [-2.42607, -1.88766, -0.94291], [-0.09050, -2.41907, 0.29055], [2.44443, 1.61839, 0.71126], [1.58099, -0.34260, -1.64690], [3.44533, -0.23565, -1.50394], [2.87471, -1.41215, 1.22166]]}

Entry 8:
{"formula": "C12H19FI2N", "method": "ωB97M-V with the def2-TZVPD basis set", "homo_lumo_gap_ev": 8.082, "charge": 1, "energy_ha": -1218.3417, "max_force_ev_per_a": 4.08, "symbols": ["C", "C", "C", "C", "C", "C", "N", "C", "I", "C", "C", "I", "C", "C", "C", "F", "H", "H", "H", "H", "H", "H", "H", "H", "H", "H", "H", "H", "H", "H", "H", "H", "H", "H", "H"], "coordinates": [[-2.14622, 0.04401, 2.75887], [-2.44900, 0.22594, 1.25417], [-1.26609, 1.01083, 0.59571], [-1.79795, 2.45471, 0.29764], [-0.78666, 0.43839, -0.76477], [0.71144, 0.89351, -0.82981], [1.60573, -0.24649, -1.08000], [3.03714, -0.26296, -1.23586], [3.92359, -0.20170, -3.15965], [3.76192, -0.34396, -0.13867], [3.06548, -0.38001, 1.22198], [5.86087, -0.42752, -0.12208], [0.93379, -1.32049, -1.14722], [-0.56051, -1.11895, -0.91637], [-1.29516, -1.51157, -2.21311], [-0.80127, -1.93103, 0.16342], [-2.32244, 1.01520, 3.24276], [-2.80515, -0.66730, 3.26095], [-1.09340, -0.18665, 2.95282], [-3.34126, 0.86022, 1.20756], [-2.70987, -0.70649, 0.74856], [-0.47481, 1.11852, 1.34153], [-2.45523, 2.77732, 1.10783], [-2.44973, 2.35884, -0.57976], [-0.99217, 3.16985, 0.10841], [-1.30439, 0.86722, -1.61718], [0.84539, 1.59649, -1.66747], [1.12330, 1.45522, 0.01274], [2.33483, -1.19321, 1.29060], [3.81842, -0.55835, 1.99047], [2.55772, 0.56145, 1.45096], [1.32790, -2.31613, -1.33913], [-2.28280, -1.04679, -2.24786], [-0.72835, -1.13986, -3.07618], [-1.40117, -2.59613, -2.31983]]}